Entry 1:
The following is a quantum chemistry calculation of a 5-piece molecular cluster, C17H44NO12S4 overall, from the OMol25 dataset.

Its lowest unoccupied orbital energy is -2.97 eV. As for the charge: +1.

The geometry in XYZ format:
```
78
C17H44NO12S4 | the OMol25 dataset | ωB97M-V/def2-TZVPD
C 0.26 -5.61 -0.86
N 1.44 -4.85 -0.37
C 2.78 -5.26 -0.97
C 3.13 -4.05 -1.82
C 2.75 -2.93 -0.85
C 1.32 -3.33 -0.55
H -0.60 -5.39 -0.24
H 0.48 -6.67 -0.77
H 0.08 -5.39 -1.90
H 1.51 -5.01 0.63
H 2.72 -6.22 -1.46
H 3.50 -5.32 -0.15
H 2.39 -4.03 -2.63
H 4.12 -4.03 -2.24
H 3.28 -3.09 0.09
H 2.88 -1.92 -1.22
H 0.88 -2.92 0.35
H 0.64 -3.14 -1.37
O 2.42 0.30 -0.20
S 1.88 0.42 1.12
O 0.53 0.02 1.35
O 2.13 1.87 1.67
C 1.71 3.00 0.85
C 0.22 3.24 0.90
C 2.93 -0.41 2.26
H 2.07 2.84 -0.17
H 2.26 3.84 1.26
H -0.33 2.43 0.42
H -0.02 4.17 0.38
H -0.12 3.32 1.93
H 3.95 -0.09 2.10
H 2.82 -1.48 2.07
H 2.60 -0.18 3.27
O -1.58 6.47 -0.14
S -3.00 6.66 -0.08
O -3.81 5.64 0.54
O -3.52 6.93 -1.55
C -3.08 5.93 -2.51
C -3.91 4.66 -2.46
C -3.40 8.21 0.63
H -2.03 5.72 -2.33
H -3.16 6.41 -3.48
H -3.78 4.13 -1.52
H -3.61 4.01 -3.28
H -4.97 4.90 -2.57
H -2.81 8.98 0.14
H -3.13 8.15 1.69
H -4.46 8.39 0.52
O -0.97 -7.68 3.61
S -2.19 -7.28 4.26
O -3.41 -7.93 3.92
O -2.35 -5.71 4.05
C -2.24 -5.25 2.69
C -3.52 -5.46 1.89
C -1.98 -7.27 6.00
H -1.39 -5.75 2.22
H -2.01 -4.19 2.76
H -3.73 -6.52 1.75
H -3.42 -4.98 0.92
H -4.37 -5.02 2.41
H -1.06 -6.73 6.24
H -1.91 -8.31 6.32
H -2.84 -6.79 6.45
O 1.96 2.50 -4.47
S 1.29 2.87 -3.27
O 0.13 3.70 -3.33
O 2.34 3.50 -2.26
C 3.17 4.58 -2.77
C 2.43 5.90 -2.83
C 0.92 1.43 -2.32
H 3.57 4.29 -3.74
H 4.00 4.63 -2.06
H 1.65 5.88 -3.58
H 3.14 6.69 -3.07
H 1.97 6.13 -1.87
H 1.81 0.82 -2.24
H 0.13 0.90 -2.85
H 0.57 1.74 -1.34
```

Entry 2:
The following is a quantum chemistry calculation of a 5-piece molecular cluster, C17H45Cl3N4O4 overall, from the OMol25 dataset.

As for the SMILES: COC[C@H](C)N.COC[C@H](C)N.COC[C@H](C)N.COC[C@H](C)N.ClC(Cl)Cl. Its lowest unoccupied orbital energy is 0.47 eV. As for the charge: 0.

The geometry in XYZ format:
```
73
C17H45Cl3N4O4 | the OMol25 dataset | ωB97M-V/def2-TZVPD
C 0.86 -0.47 -4.79
Cl 1.54 -1.51 -6.02
Cl -0.91 -0.42 -5.07
Cl 1.52 1.21 -5.01
H 1.01 -0.84 -3.77
C 2.68 -1.89 -0.60
C 1.33 -1.13 -0.75
C 0.64 -0.89 0.58
O -0.61 -0.19 0.43
C -1.26 0.04 1.65
N 1.64 0.17 -1.35
H 3.04 -2.13 -1.60
H 2.43 -2.79 -0.03
H 3.47 -1.32 -0.10
H 0.62 -1.65 -1.39
H 1.29 -0.33 1.25
H 0.44 -1.88 0.98
H -0.58 0.50 2.37
H -1.55 -0.90 2.13
H -2.12 0.63 1.37
H 0.76 0.67 -1.35
H 2.13 0.74 -0.67
C -3.47 -5.29 7.36
C -3.32 -5.40 5.81
C -2.76 -4.09 5.20
O -1.43 -3.72 5.57
C -0.93 -2.65 4.82
N -2.49 -6.57 5.51
H -2.49 -4.93 7.70
H -3.65 -6.29 7.75
H -4.25 -4.61 7.70
H -4.29 -5.63 5.38
H -3.48 -3.27 5.33
H -2.69 -4.21 4.12
H -1.57 -1.77 4.78
H -0.70 -2.94 3.79
H -0.05 -2.29 5.34
H -1.62 -6.45 6.00
H -2.25 -6.57 4.53
C -2.70 3.42 -0.87
C -2.67 2.17 -1.74
C -2.81 2.47 -3.24
O -4.02 3.20 -3.45
C -4.07 3.80 -4.74
N -1.36 1.59 -1.52
H -3.64 3.96 -0.89
H -1.89 4.09 -1.17
H -2.52 3.05 0.14
H -3.52 1.53 -1.50
H -2.82 1.48 -3.70
H -1.95 3.08 -3.51
H -4.03 2.92 -5.39
H -3.29 4.45 -5.14
H -5.05 4.26 -4.87
H -1.34 0.75 -2.08
H -1.25 1.18 -0.61
C 5.09 3.11 -3.25
C 4.97 1.89 -2.25
C 4.67 2.21 -0.74
O 3.31 2.39 -0.47
C 2.83 3.68 -0.70
N 4.14 0.82 -2.78
H 5.59 2.83 -4.17
H 5.78 3.89 -2.91
H 4.14 3.57 -3.53
H 5.99 1.50 -2.27
H 5.40 2.91 -0.36
H 4.88 1.30 -0.17
H 2.82 3.99 -1.75
H 3.42 4.37 -0.09
H 1.78 3.79 -0.41
H 4.00 0.21 -1.99
H 3.19 1.18 -2.84
```

Entry 3:
The following is a quantum chemistry calculation of C17H45Cu2O16S5 as an isolated structure, from the OMol25 dataset.

Its spin multiplicity is 3. Its lowest unoccupied orbital energy (alpha / beta) is -10.81 / -13.40 eV. As for the charge: +3.

The geometry in XYZ format:
```
85
C17H45Cu2O16S5 | the OMol25 dataset | ωB97M-V/def2-TZVPD
Cu -5.92 1.02 1.66
Cu -5.45 -0.51 -1.43
C -1.90 0.88 1.12
C -2.84 0.71 -0.07
O -4.16 0.53 0.23
H -2.00 0.04 1.79
H -2.29 1.79 1.60
H -0.86 1.10 0.86
H -2.39 -0.12 -0.63
H -2.77 1.63 -0.67
O -3.66 -4.75 -0.40
S -3.24 -3.38 -0.39
O -4.13 -2.30 -0.78
O -2.60 -3.05 1.09
C -1.82 -4.11 1.69
C -0.64 -3.55 2.53
C -1.64 -3.23 -1.34
H -1.38 -4.73 0.90
H -2.44 -4.79 2.25
H -0.05 -4.42 2.82
H -0.93 -3.07 3.46
H 0.04 -2.92 1.96
H -0.84 -3.62 -0.72
H -1.36 -2.23 -1.66
H -1.73 -3.90 -2.19
O 0.76 2.96 7.01
S 1.72 2.29 6.18
O 2.94 1.74 6.68
O 0.87 1.11 5.32
C 1.57 0.17 4.54
C 0.60 -0.98 4.28
C 2.15 3.40 4.78
H 2.50 -0.20 4.98
H 1.75 0.66 3.57
H -0.41 -0.71 3.96
H 0.47 -1.55 5.20
H 1.02 -1.63 3.51
H 2.12 4.38 5.26
H 1.35 3.39 4.05
H 3.15 3.04 4.51
O 0.59 -0.34 -1.21
S 2.02 -0.41 -1.48
O 2.67 0.64 -2.19
O 2.73 -0.58 -0.01
C 2.05 -1.36 0.99
C 3.04 -1.72 2.09
C 2.46 -2.06 -2.13
H 1.70 -2.30 0.55
H 1.15 -0.80 1.26
H 3.82 -2.37 1.70
H 2.49 -2.19 2.91
H 3.55 -0.84 2.48
H 2.14 -2.05 -3.17
H 1.97 -2.84 -1.56
H 3.55 -2.15 -2.13
O -3.88 -0.80 -2.98
S -3.02 -0.47 -4.10
O -2.10 -1.51 -4.52
O -3.90 0.03 -5.33
C -3.32 0.20 -6.63
C -3.31 -1.12 -7.40
C -2.11 1.07 -3.74
H -2.38 0.75 -6.64
H -3.98 0.89 -7.15
H -4.22 -1.70 -7.22
H -2.54 -1.82 -7.07
H -3.18 -0.99 -8.48
H -2.87 1.83 -3.59
H -1.50 1.33 -4.60
H -1.44 0.89 -2.90
O 1.74 1.86 1.06
S 1.57 3.25 0.76
O 1.09 4.16 1.75
O 2.97 3.85 0.30
C 3.95 3.03 -0.36
C 5.15 3.95 -0.49
C 0.54 3.51 -0.73
H 3.57 2.68 -1.32
H 4.22 2.17 0.25
H 6.01 3.53 -1.00
H 5.54 4.15 0.51
H 4.84 4.92 -0.88
H -0.44 3.08 -0.56
H 1.03 2.98 -1.55
H 0.47 4.55 -1.05
```

Across the entries above, ΔE to the lowest compared entry with this formula, charge and spin takes the values 6.4 16.7 36.6 kcal per mole, respectively.